Record 1
Here is 2 unconnected molecules or ions with the total composition C5H14N2O2 from the Open Molecules 2025 dataset. Energies are from wB97M-V/def2-TZVPD.

Summary:
- ΔE to the lowest compared entry with this formula, charge and spin (kJ/mol) = 413.85

Geometry as XYZ:
```
23
Properties=species:S:1:pos:R:3:forces:R:3
C 1.434 -0.826 0.206 0.32 0.09 -0.84
C 2.180 -0.298 1.394 -0.17 0.02 0.11
C 1.484 -0.215 -1.073 0.44 -0.46 0.76
O 1.199 -2.192 0.309 -0.12 0.24 0.01
H 0.388 -2.405 -0.173 0.03 0.02 0.02
H -0.118 -0.268 0.483 -0.38 0.17 -0.06
H 3.182 -0.741 1.441 -0.08 0.00 -0.05
H 1.666 -0.556 2.323 0.05 0.03 -0.03
H 2.287 0.785 1.338 -0.01 -0.04 -0.02
H 1.629 -0.893 -1.912 -0.24 0.01 0.00
H 2.121 0.664 -1.144 -0.13 0.08 0.06
H 0.295 0.284 -1.321 -0.96 0.19 0.02
C -1.254 -0.067 0.143 0.34 -0.21 0.13
N -1.838 0.611 1.259 -0.01 -0.06 -0.04
N -1.315 2.102 -1.015 -0.06 0.23 0.11
C -1.176 0.694 -1.086 0.98 -0.43 -0.18
O -1.650 -1.440 -0.069 -0.02 0.23 0.00
H -2.511 -1.451 -0.502 0.06 0.02 0.00
H -2.825 0.802 1.128 0.05 0.00 0.01
H -1.695 0.105 2.124 -0.04 0.01 -0.06
H -0.845 2.595 -1.763 -0.01 -0.08 0.08
H -1.025 2.465 -0.114 -0.03 -0.02 -0.07
H -1.614 0.247 -1.973 -0.01 -0.05 0.04
```
Forces are in eV/Å.

---

Record 2
Here is 2 unconnected molecules or ions with the total composition C5H14N2O3 from the Open Molecules 2025 dataset. Energies are from wB97M-V/def2-TZVPD.

Summary:
- ΔE to the lowest compared entry with this formula, charge and spin (kJ/mol) = 35.80
- structure (SMILES) = C[C@H](N)C(=O)O.C[C@H](N)O

Geometry as XYZ:
```
24
Properties=species:S:1:pos:R:3:forces:R:3
C 2.152 1.027 0.044 0.52 -0.48 0.02
C 1.966 -0.499 -0.056 0.02 0.48 -0.06
N 2.143 1.521 1.406 -0.02 0.19 0.19
O 1.190 1.707 -0.708 -0.42 0.17 -0.19
H 0.408 1.828 -0.144 0.07 -0.03 -0.14
H 3.123 1.292 -0.399 -0.15 -0.09 0.10
H 2.865 1.076 1.961 -0.10 0.02 0.01
H 1.235 1.348 1.832 0.17 -0.07 0.04
H 1.967 -0.808 -1.101 0.00 -0.06 -0.05
H 1.021 -0.792 0.403 -0.01 -0.03 0.04
H 2.777 -1.007 0.465 0.03 -0.07 0.01
C -2.017 -0.369 -0.570 -0.05 -0.11 -0.10
C -1.621 -1.798 -0.938 -0.26 0.18 0.13
C -1.480 0.030 0.797 0.61 1.23 0.13
N -1.644 0.546 -1.625 -0.08 0.05 0.02
O -1.559 -0.927 1.717 -0.26 -0.52 0.26
O -1.014 1.130 1.053 -0.37 -0.79 -0.05
H -1.259 -0.607 2.584 0.02 0.22 -0.28
H -3.109 -0.325 -0.460 0.06 -0.07 0.02
H -0.636 0.559 -1.756 -0.04 0.05 0.04
H -1.927 1.493 -1.397 0.07 -0.05 -0.04
H -2.095 -2.059 -1.877 -0.06 -0.03 -0.11
H -0.547 -1.872 -1.067 0.20 -0.04 0.01
H -1.940 -2.492 -0.165 0.05 -0.11 -0.01
```
Forces are in eV/Å.

---

Number 1: E_LUMO 0.68 eV, highest occupied orbital energy -6.60 eV. Number 2: E_LUMO 0.47 eV, highest occupied orbital energy -9.24 eV.